{"formula": "C6H10O", "method": "ωB97M-V with the def2-TZVPD basis set", "species": ["O", "C", "C", "C", "C", "C", "C", "H", "H", "H", "H", "H", "H", "H", "H", "H", "H"], "coordinates": [[1.66156, -0.23861, 1.44924], [1.35703, -0.09425, 0.28305], [1.39374, -1.23171, -0.68987], [-1.28573, -0.74068, 0.51883], [-1.46659, 0.77091, 0.33568], [-0.33091, 1.57618, -0.26433], [0.94930, 1.22171, -0.29775], [-0.38933, -0.97472, 1.08900], [2.46725, -1.16117, -0.92476], [1.14579, -2.18703, -0.21887], [0.78102, -1.07634, -1.58334], [-2.10305, -1.16541, 1.10234], [-1.25891, -1.26103, -0.44400], [-2.35600, 0.93968, -0.28178], [-1.68632, 1.21114, 1.31688], [-0.60301, 2.55232, -0.66394], [1.72415, 1.85903, -0.72639]], "nbo_charge": [-0.551, 0.580, -0.724, -0.621, -0.449, -0.136, -0.329, 0.227, 0.245, 0.240, 0.227, 0.219, 0.201, 0.212, 0.222, 0.206, 0.232], "smiles": "CC/C=C\\C(C)=O", "e_lumo_ev": 0.972, "relative_energy_kcal_mol": 17.7, "homo_ev": -9.587}

***

{"formula": "C7H9F6N3O9PdS3", "method": "ωB97M-V with the def2-TZVPD basis set", "species": ["Pd", "O", "C", "O", "C", "O", "C", "C", "O", "O", "H", "H", "H", "H", "H", "F", "C", "F", "F", "S", "O", "O", "N", "S", "O", "O", "C", "F", "F", "F", "N", "C", "N", "S", "H", "H", "H", "H"], "coordinates": [[-1.24860, -0.40138, 0.92676], [-1.45734, 3.59328, 2.40963], [-1.22281, 2.57180, 1.60077], [-1.21075, 1.43109, 2.02018], [-0.94230, 3.02796, 0.19405], [-0.63435, 1.97116, -0.65238], [-1.53124, 1.70630, -1.70432], [-2.64109, 0.70099, -1.40101], [-3.39112, 0.42077, -2.32050], [-2.76256, 0.22400, -0.19835], [-1.58933, 3.24909, 3.30720], [-0.07945, 3.69650, 0.26931], [-1.79779, 3.62047, -0.14612], [-0.93376, 1.30737, -2.52354], [-2.00922, 2.61975, -2.07078], [4.59391, -0.49491, -0.47281], [4.05206, 0.66268, -0.10841], [4.78634, 1.20928, 0.85027], [4.03383, 1.48085, -1.16215], [2.31533, 0.41904, 0.44823], [1.85075, 1.70886, 0.86134], [1.66938, -0.21649, -0.67645], [2.60823, -0.55541, 1.64777], [1.60524, -1.43720, 2.43189], [0.18202, -1.11108, 2.24383], [1.98005, -1.62215, 3.78941], [1.81740, -3.09877, 1.65442], [1.71923, -3.01427, 0.32766], [0.88831, -3.93315, 2.10981], [3.01861, -3.57581, 1.95997], [-0.68031, -1.49378, -2.16664], [-1.66115, -2.14406, -1.57009], [-2.69936, -2.57743, -2.27473], [-1.61270, -2.50267, 0.12204], [-0.75439, -1.21650, -3.13265], [0.11083, -1.15630, -1.62462], [-2.84758, -2.24571, -3.21575], [-3.52433, -2.82419, -1.75327]], "nbo_charge": [0.916, -0.645, 0.825, -0.624, -0.174, -0.518, -0.185, 0.750, -0.655, -0.729, 0.510, 0.240, 0.213, 0.209, 0.202, -0.305, 0.731, -0.300, -0.311, 2.268, -0.929, -0.979, -1.235, 2.285, -0.973, -0.883, 0.725, -0.312, -0.305, -0.302, -0.763, 0.373, -0.743, -0.084, 0.404, 0.465, 0.409, 0.430], "e_lumo_ev": -1.155, "relative_energy_kcal_mol": 1.0, "homo_ev": -9.591}

***

In order of appearance, total energy = -309.814131 -3035.257300 Ha.